1.
This record from the Open Molecules 2025 dataset describes an isolated molecule of C6H15O2P in a non-equilibrium geometry. The level of theory is ωB97M-V/def2-TZVPD.

Values from the calculation:
HOMO level = -9.94 eV
Relative energy (zero: lowest compared OMol25 entry of this formula, charge and spin) = 210.2 kJ/mol
SMILES string = CC(C)(C)OP(C)(C)=O

```
24
Properties=species:S:1:pos:R:3:forces:R:3
C -2.1171 -0.4212 -1.1499 0.7136 -0.6340 -2.4247
C 0.1757 -1.7531 -1.0464 0.7988 4.5190 0.2054
C -1.1953 -1.4448 1.0496 -0.5536 2.8486 -0.3254
C 2.2249 1.4024 -0.7943 -1.1740 -3.6364 -1.7321
C 0.8788 2.1066 1.8296 0.6114 -3.8475 0.8447
C -0.8463 -0.8115 -0.3035 -0.8331 -1.4212 1.0024
O -0.2228 0.4306 0.0712 2.1815 1.0622 0.2112
O 2.0462 -0.3701 1.4621 -1.1622 1.4868 -1.5911
P 1.3346 0.7274 0.6906 -0.4045 -1.4801 0.3545
H -3.0695 -0.3828 -0.6285 0.2256 -0.0058 0.5103
H -1.9134 0.6027 -1.5692 -0.2931 -1.0086 0.2222
H -2.3353 -1.1510 -2.0868 0.8266 1.5338 2.1578
H 0.0209 -2.7604 -1.0995 -0.9153 -2.7180 0.6453
H 1.2169 -1.5393 -0.5943 -1.5670 -0.4749 -1.1166
H 0.0001 -1.4191 -2.0692 1.1519 0.0931 -0.3778
H -1.7148 -2.3303 0.9776 -1.4034 -1.9442 -0.2115
H -0.2689 -1.6239 1.4590 2.1595 -0.7744 1.2626
H -1.6674 -0.7169 1.7515 -0.1091 -0.5125 -0.7582
H 1.6443 2.1720 -1.1713 -1.1067 1.9785 -0.4303
H 2.3182 0.7266 -1.7983 -0.2152 0.9227 2.8792
H 3.1716 1.7182 -0.5185 1.8743 0.6809 0.5492
H 0.4892 1.5149 2.7093 -0.6947 0.6050 -1.2089
H 0.2581 2.7249 1.2946 -1.7933 1.6733 -0.5392
H 1.6620 2.5601 2.3556 1.6820 1.0536 -0.1289
```
Forces are in eV/Å.



2.
This record from the Open Molecules 2025 dataset describes a cluster of 2 separate species, C6H15O3P in total in a non-equilibrium geometry. The level of theory is ωB97M-V/def2-TZVPD.

Values from the calculation:
HOMO level = -8.61 eV
Relative energy (zero: lowest compared OMol25 entry of this formula, charge and spin) = 158.1 kJ/mol
SMILES string = COP(O)C(C)(C)C.C=O

```
25
Properties=species:S:1:pos:R:3:forces:R:3
C -0.6079 -1.7250 1.5811 -2.1063 -2.2229 -3.8554
C -2.3229 -0.4116 0.2407 2.0059 -1.1227 -2.8435
C -0.2250 -1.1862 -0.8144 -1.3375 2.6785 0.2213
C 0.0574 2.8541 -1.0283 2.0068 1.2679 -0.5495
C 4.5270 0.2846 -0.1322 0.8284 0.4933 1.2724
C -0.8298 -0.6442 0.4619 0.6528 -0.5869 0.5848
O -0.5538 1.4542 2.2593 -0.7698 0.7838 -1.3195
O 5.3303 1.1707 -0.1371 0.4978 0.9767 -0.5425
O -0.4861 1.8509 -0.2898 -1.0383 -2.2794 2.0867
P 0.1891 0.9015 0.8914 -0.1251 -0.3178 -0.6262
H -1.0636 -1.4458 2.4385 -1.4412 1.0169 3.0148
H -1.2793 -2.6624 1.2065 1.6365 1.8813 0.8701
H 0.3551 -2.1252 1.8194 0.8971 0.1887 -0.3661
H -2.7271 -0.1746 1.1150 -2.1618 1.3639 3.6361
H -2.7045 -1.3766 -0.0485 -0.4361 -0.4859 -0.1612
H -2.5964 0.2849 -0.5543 0.3757 0.1479 0.2302
H 0.7398 -1.4353 -0.6038 2.8474 -1.0255 0.0142
H -0.7590 -1.9075 -1.3468 -0.9710 -1.6847 -0.2153
H -0.2641 -0.3411 -1.4702 0.5019 0.5794 -0.9027
H -0.4564 3.7774 -0.7724 -0.4632 0.1289 -0.8656
H 0.1390 2.5302 -2.0825 -0.6924 0.6391 0.2627
H 1.0968 3.1085 -0.7765 0.1615 -0.4016 0.3273
H 4.9388 -0.6918 0.0948 -0.5412 -1.0612 -0.3279
H 3.4747 0.5314 -0.1091 -0.8212 -0.3988 -0.3911
H -0.4408 1.0711 3.1169 0.4933 -0.5588 0.4458
```
Forces are in eV/Å.



3.
This record from the Open Molecules 2025 dataset describes a structure of composition C6H15O3Yb in a non-equilibrium geometry. The level of theory is ωB97M-V/def2-TZVPD.

Values from the calculation:
HOMO level = -10.40 eV
Relative energy (zero: lowest compared OMol25 entry of this formula, charge and spin) = 0.0 kJ/mol
Total charge = +1

```
25
Properties=species:S:1:pos:R:3:forces:R:3
H -0.2465 -0.8119 -1.8271 -1.5603 -1.9696 1.8902
C -2.5799 1.5573 0.8499 -0.5763 0.3680 0.0059
O -2.1407 0.2735 0.4207 -0.4359 0.0107 -0.1406
C -2.7412 -0.1933 -0.7839 -0.4392 -0.0054 -0.3246
C -2.0922 -1.5156 -1.1239 -0.3353 0.1150 -0.4381
O -0.6656 -1.3703 -1.0414 0.9442 1.0773 -3.0533
C 1.9522 -1.7624 0.6722 0.5629 -0.5409 -0.0190
C 2.8966 -0.6038 0.4395 0.3459 -1.0485 0.0598
O 2.0908 0.6123 0.5141 -0.7263 0.6776 0.2528
C 2.7447 1.8341 0.2583 0.2457 0.5126 -0.2066
Yb 0.0399 -0.3211 0.7622 1.4665 0.1888 1.7703
H -1.7596 2.0374 1.3927 -0.1472 -0.0438 0.0167
H -2.8438 2.1778 -0.0181 0.0984 -0.1013 0.2542
H -3.4541 1.4496 1.5052 0.2286 0.1250 -0.1453
H -2.5398 0.5421 -1.5788 -0.2052 -0.0996 0.1225
H -3.8244 -0.3161 -0.6442 0.1997 0.0802 -0.1356
H -2.3844 -1.8541 -2.1241 -0.0280 0.0795 0.2162
H -2.3913 -2.2869 -0.4035 0.3534 0.1279 -0.1178
H 2.0698 -2.5267 -0.1076 -0.1209 0.1965 0.2135
H 2.1251 -2.2564 1.6386 0.1570 0.1248 -0.1807
H 3.3536 -0.6234 -0.5627 -0.0818 0.0338 0.2666
H 3.6864 -0.4927 1.1997 -0.1739 0.0486 -0.2152
H 2.3331 2.6100 0.9218 0.2620 -0.2506 -0.1705
H 3.8267 1.7228 0.4217 -0.3379 0.1704 -0.0239
H 2.5446 2.1180 -0.7813 0.3040 0.1229 0.1025
```
Forces are in eV/Å.